25
Properties=species:S:1:pos:R:3:forces:R:3 method="wB97M-V/def2-TZVPD" smiles=C[C@H](Br)[C@H](Br)c1cnc2ccccc2n1 gap_ev=7.2
C -2.772 1.844 -0.283 0.34 -0.78 0.17
C -2.692 1.322 -1.836 0.31 1.33 0.11
Br -3.689 -0.423 -2.018 0.37 1.24 0.25
C -1.173 1.051 -2.393 0.97 1.26 2.15
Br -1.206 0.374 -4.274 0.17 0.43 1.31
C -0.238 0.136 -1.360 1.64 -1.27 2.56
C 0.014 -1.453 -1.618 1.08 0.08 1.66
N 0.830 -2.395 -0.777 -1.91 7.43 0.62
C 1.356 -1.624 0.400 1.24 -0.14 1.46
C 2.293 -2.485 1.484 0.55 2.75 1.89
C 2.973 -1.824 2.837 -2.53 1.90 -3.24
C 2.734 -0.215 3.162 -2.65 -0.97 -4.64
C 1.819 0.622 2.080 1.42 -2.83 1.10
C 1.144 -0.045 0.721 0.01 -0.53 0.24
N 0.320 0.848 -0.160 0.44 -5.68 -2.24
H -3.889 2.089 0.049 2.48 -0.61 -0.99
H -2.350 0.963 0.398 -0.94 2.13 -1.36
H -2.101 2.805 -0.147 -1.33 -1.98 -0.32
H -3.194 2.168 -2.506 1.02 -2.23 1.15
H -0.623 2.111 -2.432 -1.24 -2.39 0.04
H -0.506 -1.924 -2.584 1.38 1.13 2.43
H 2.497 -3.638 1.255 -0.58 2.89 0.53
H 3.637 -2.432 3.588 -1.54 1.11 -1.85
H 3.177 0.349 4.099 -1.02 -1.42 -2.20
H 1.639 1.775 2.317 0.31 -2.83 -0.82


24
Properties=species:S:1:pos:R:3:forces:R:3 method="wB97M-V/def2-TZVPD" gap_ev=5.7 total_charge=-1
C -1.723 -0.853 1.002 -0.09 -0.63 0.40
C -2.260 -1.400 2.197 0.27 0.79 -0.15
C -2.726 -0.321 3.007 0.66 0.35 -1.45
H -2.298 -2.442 2.488 0.02 0.06 -0.23
C -2.444 0.900 2.323 0.35 -0.69 0.10
C -1.843 0.572 1.065 0.24 0.64 0.60
H -1.537 1.273 0.280 -0.48 -0.17 0.08
H -1.333 -1.422 0.161 -0.37 0.02 0.03
H -3.267 -0.424 3.944 0.18 0.08 -0.13
H -2.608 1.886 2.752 -0.02 -0.15 -0.35
In 1.063 -0.025 0.006 -0.15 -0.37 1.92
Br 1.496 -2.459 0.494 -0.06 -0.91 0.22
C 2.406 0.771 -1.766 -0.32 -0.28 -0.63
C 1.364 1.557 -2.368 -0.18 -0.32 -0.10
C 0.418 0.679 -2.943 0.40 0.18 -0.09
H 1.373 2.642 -2.468 -0.14 -0.33 0.31
C 0.845 -0.654 -2.747 0.92 0.26 -0.02
C 2.091 -0.630 -2.042 -0.28 0.67 -1.34
H 2.800 -1.454 -1.971 -0.48 0.27 0.41
H 3.391 1.128 -1.468 -0.40 -0.08 0.15
H -0.456 0.981 -3.520 0.16 -0.08 0.37
H 0.392 -1.546 -3.173 -0.02 0.20 0.35
N 2.739 0.728 2.858 -1.10 -0.37 -1.74
C 2.117 0.511 1.888 0.91 0.85 1.32


24
Properties=species:S:1:pos:R:3:forces:R:3 method="wB97M-V/def2-TZVPD" gap_ev="6.1 / 6.1" e_above_lowest_kj_mol=51.5
C 0.385 -2.506 -1.868 0.03 0.16 0.11
C -0.665 -1.637 -2.146 -0.09 -0.01 -0.11
C 1.370 -2.132 -0.973 0.04 -0.01 -0.12
C -0.732 -0.405 -1.536 -0.01 0.19 0.03
C 1.312 -0.901 -0.340 -0.12 0.11 0.04
C 0.264 0.002 -0.630 0.09 -0.73 -0.36
C 2.299 -0.593 0.745 0.34 0.17 0.73
C -2.226 1.331 0.666 -0.16 -0.08 0.24
C -1.365 1.496 1.858 -0.19 -0.33 0.09
C 0.261 1.311 -0.072 0.64 -0.54 1.59
C -0.878 1.989 0.482 0.09 0.42 -0.56
N 1.687 0.079 1.737 -2.10 0.72 -1.33
O 3.445 -1.008 0.724 0.54 -0.31 -0.47
Br 2.705 0.767 3.065 0.65 0.11 0.42
H 0.428 -3.472 -2.347 0.00 -0.10 -0.04
H -1.428 -1.925 -2.855 -0.06 0.00 -0.07
H 2.189 -2.795 -0.739 0.09 0.01 0.08
H -1.507 0.294 -1.814 -0.12 0.00 0.01
H -2.359 0.331 0.288 0.06 -0.03 0.00
H -3.091 1.966 0.555 0.01 0.12 -0.02
H -1.585 2.262 2.584 0.02 0.17 -0.09
H -0.857 0.631 2.255 0.14 -0.07 -0.09
H 1.202 1.844 -0.040 0.08 0.09 -0.14
H -0.854 3.070 0.399 0.02 -0.06 0.05


28
Properties=species:S:1:pos:R:3:forces:R:3 method="wB97M-V/def2-TZVPD" gap_ev=8.1
Cd -0.067 0.498 -0.111 0.12 -0.39 -0.26
S 2.286 0.027 0.522 0.22 -0.12 -0.42
C 1.492 -0.025 2.036 -0.07 -0.15 0.45
N 0.196 -0.184 2.147 0.09 -0.10 0.13
C -0.216 -0.177 3.465 0.09 0.00 0.29
C -1.521 -0.346 3.924 0.01 0.02 -0.08
C -1.767 -0.315 5.284 -0.07 -0.03 -0.07
C -0.732 -0.121 6.199 0.08 0.02 0.07
C 0.572 0.032 5.763 0.02 -0.01 0.01
C 0.819 -0.003 4.399 0.04 0.01 -0.18
S 2.337 0.147 3.554 -0.16 -0.02 -0.03
H -2.320 -0.511 3.212 0.00 0.00 0.00
H -2.779 -0.453 5.644 0.01 0.02 0.01
H -0.948 -0.090 7.259 -0.01 -0.02 -0.01
H 1.385 0.177 6.462 -0.04 -0.01 0.03
C -5.314 0.708 1.182 -0.06 0.01 0.20
N -4.248 0.311 0.282 0.08 0.04 -0.05
C -4.363 -0.490 -0.828 0.08 -0.13 -0.08
C -3.105 -0.623 -1.334 -0.07 0.00 -0.02
N -2.233 0.085 -0.548 0.13 0.00 0.08
C -2.951 0.636 0.412 -0.08 0.07 -0.07
H -6.270 0.653 0.669 0.03 0.01 -0.08
H -5.150 1.731 1.514 0.01 0.00 -0.03
H -5.346 0.054 2.053 0.00 -0.01 -0.03
H -5.307 -0.894 -1.150 -0.01 0.04 0.00
H -2.778 -1.149 -2.214 -0.03 -0.06 0.05
H -2.556 1.296 1.170 0.01 0.02 -0.01
F -0.434 2.386 0.463 -0.43 0.75 0.10


Number 1: electronic energy -5682.27916 Ha, strongest force on any atom 0.150 Eh/bohr. Number 2: electronic energy -3244.03623 Ha, strongest force on any atom 0.041 Eh/bohr. Number 3: electronic energy -3129.04287 Ha, strongest force on any atom 0.050 Eh/bohr. Number 4: electronic energy -1653.47708 Ha, strongest force on any atom 0.017 Eh/bohr.